[1]
ORCA calculation (ωB97M-V/def2-TZVPD) on one molecule with the formula C4H7NO2.

```
14
Properties=species:S:1:pos:R:3:forces:R:3
C -0.207 1.461 -0.018 -0.10 0.10 -0.03
N 0.488 0.181 0.044 0.21 0.03 0.01
C 1.842 0.202 0.205 0.02 0.10 0.05
O 2.492 1.209 0.393 -0.20 -0.30 -0.02
C -0.187 -1.023 -0.386 -0.01 -0.08 -0.12
C -1.549 -1.172 0.266 -0.26 -0.15 -0.20
O -2.520 -1.571 -0.328 0.44 0.17 0.34
H -1.166 1.328 -0.527 0.14 0.03 0.06
H -0.389 1.859 0.986 0.04 -0.04 -0.17
H 0.401 2.184 -0.568 -0.11 -0.09 0.08
H 2.296 -0.806 0.147 -0.06 0.12 0.04
H 0.420 -1.887 -0.081 -0.10 0.10 -0.06
H -0.327 -1.075 -1.473 0.00 0.04 0.11
H -1.594 -0.888 1.339 -0.03 -0.04 -0.09
```
Positions in Å, forces in eV/Å.

Values from the calculation:
Molecular weight: 101.10 g mol⁻¹
HOMO energy: -0.3613 hartree
Structure (SMILES): CN(C=O)CC=O
Max |F|: 0.59 eV/Å
LUMO energy: 0.719 eV
Charge: 0

[2]
ORCA calculation (ωB97M-V/def2-TZVPD) on a 2-piece molecular cluster, C5H7Cl overall in a non-equilibrium geometry.

```
13
Properties=species:S:1:pos:R:3:forces:R:3
C 0.701 1.159 -1.390 -1.92 -2.55 3.35
C 1.754 0.026 1.574 0.27 0.06 0.11
C -0.107 -0.388 0.047 1.85 2.38 -2.90
C 0.802 -0.761 1.022 0.12 -0.05 0.38
C -1.189 -1.195 -0.513 -0.40 0.02 -0.16
Cl 0.664 -2.407 1.696 -0.06 0.26 -0.10
H -0.183 1.633 -1.778 -0.17 -0.03 -0.50
H 1.404 1.759 -0.840 0.50 0.00 -0.10
H 2.435 -0.341 2.320 0.04 -0.12 0.12
H 1.851 1.051 1.266 -0.04 0.13 -0.12
H -1.030 -2.261 -0.338 -0.01 0.03 -0.05
H -1.310 -1.009 -1.577 -0.01 -0.05 -0.04
H -2.127 -0.913 -0.029 -0.17 -0.07 0.01
```
Positions in Å, forces in eV/Å.

Values from the calculation:
Molecular weight: 102.56 g mol⁻¹
HOMO energy (spin up / spin down): -0.3498 / -0.2893 hartree
Max |F|: 4.63 eV/Å
LUMO energy (spin up / spin down): -0.365 / -0.846 eV
Charge: 0

[3]
ORCA calculation (ωB97M-V/def2-TZVPD) on a 2-piece molecular cluster, C2H2OS3 overall in a non-equilibrium geometry.

```
8
Properties=species:S:1:pos:R:3:forces:R:3
C 1.457 0.664 0.248 -2.21 0.47 0.08
C -2.497 -0.676 0.125 0.15 0.45 0.11
O 1.686 -0.612 -0.040 1.09 0.39 -0.37
S -2.433 -2.214 0.114 -0.06 -0.50 -0.06
S 1.170 1.742 -0.977 0.68 -0.37 1.40
S -2.506 0.871 0.168 -0.08 0.05 -0.05
H 1.172 0.791 1.356 0.84 0.02 -1.74
H 1.951 -0.565 -0.994 -0.42 -0.51 0.62
```
Positions in Å, forces in eV/Å.

Values from the calculation:
Molecular weight: 138.24 g mol⁻¹
HOMO energy (spin up / spin down): -0.3424 / -0.3424 hartree
Max |F|: 2.26 eV/Å
LUMO energy (spin up / spin down): -0.138 / -0.138 eV
Charge: 0

[4]
ORCA calculation (ωB97M-V/def2-TZVPD) on C18H25CuOS as an isolated structure in a non-equilibrium geometry.

```
46
Properties=species:S:1:pos:R:3:forces:R:3
Cu -0.469 1.453 0.935 -0.67 -0.02 -0.47
C 1.453 0.341 1.282 -0.93 1.43 0.18
C 0.763 0.609 2.512 0.23 -1.42 -0.39
C 0.628 2.008 2.699 0.21 -0.81 -0.55
C 1.255 2.610 1.587 0.24 0.60 -0.67
C 1.706 1.603 0.686 2.09 -0.07 -0.92
C 2.668 1.779 -0.575 -1.96 0.39 2.19
C 1.611 4.046 1.497 0.02 1.32 1.12
C 0.094 2.569 3.950 -0.79 -0.11 0.80
C 0.473 -0.456 3.510 -0.47 -2.08 -0.32
C 1.781 -0.955 0.675 2.30 -0.58 -1.11
H 2.812 2.844 -0.731 -0.05 0.05 -0.39
H 2.180 1.292 -1.390 -0.19 -0.02 -0.94
H 3.633 1.322 -0.458 0.49 -0.31 0.42
H 2.718 4.169 1.718 -1.22 0.16 -0.07
H 0.976 4.639 2.250 1.18 -0.71 -0.97
H 1.416 4.501 0.525 0.06 -0.09 -0.07
H -0.717 1.920 4.319 0.44 -0.07 0.06
H -0.432 3.520 3.880 0.53 0.36 -0.18
H 0.885 2.583 4.708 -0.23 0.33 0.16
H 1.272 -0.568 4.242 0.09 0.22 0.27
H 0.415 -1.511 3.040 -0.03 1.67 0.46
H -0.472 -0.338 4.050 0.15 0.13 -0.02
H 1.878 -1.691 1.490 -0.63 -0.32 -0.82
H 2.851 -0.919 0.250 -1.19 0.10 0.63
H 1.209 -1.208 -0.260 0.01 -0.27 1.29
C 0.166 -4.148 -3.909 -0.78 1.54 0.14
C -0.628 -3.126 -3.078 1.84 0.66 -1.29
C -0.453 -1.744 -3.288 -0.15 0.88 -1.00
C -1.034 -0.734 -2.512 -0.52 -2.12 0.88
C -1.768 -1.215 -1.391 0.38 -0.31 -1.07
C -1.923 -2.610 -1.127 -0.32 2.01 0.12
C -1.374 -3.531 -2.030 -0.94 0.42 2.58
S -2.723 -0.061 -0.439 -0.31 0.33 1.06
C -4.022 0.269 -1.609 -1.72 0.24 -0.11
O -2.090 1.329 -0.296 0.32 -0.96 -0.30
H 0.590 -3.703 -4.789 0.19 0.52 -0.39
H -0.507 -4.883 -4.279 -0.36 -1.05 0.01
H 0.995 -4.538 -3.353 0.18 -0.51 0.46
H 0.072 -1.428 -4.196 0.09 -0.19 0.41
H -0.971 0.328 -2.738 0.15 -0.25 0.07
H -2.493 -2.887 -0.205 0.60 0.00 -1.01
H -1.444 -4.543 -1.710 -0.07 -0.91 -0.30
H -3.633 0.800 -2.501 -0.14 -0.35 0.52
H -4.761 0.931 -1.051 1.00 -0.68 -0.75
H -4.585 -0.667 -1.891 0.85 0.85 0.28
```
Positions in Å, forces in eV/Å.

Values from the calculation:
Molecular weight: 353.01 g mol⁻¹
HOMO energy: -0.2284 hartree
Max |F|: 2.97 eV/Å
LUMO energy: 0.200 eV
Charge: 0

[5]
ORCA calculation (ωB97M-V/def2-TZVPD) on one molecule with the formula C2H5NO2S2 in a non-equilibrium geometry.

```
12
Properties=species:S:1:pos:R:3:forces:R:3
O 2.034 1.057 -1.137 -0.53 -0.48 -1.00
S 1.464 0.558 0.081 0.38 -0.62 0.09
O 2.160 1.052 1.241 -0.93 -0.55 0.71
C -0.427 0.891 0.051 0.15 0.51 -1.18
C -1.099 -0.522 0.281 0.00 2.19 2.38
N -0.460 -1.500 -0.536 1.36 -2.15 0.91
S 1.067 -2.015 0.016 -0.49 2.98 0.04
H -0.617 1.450 -0.987 0.41 -1.57 2.25
H -0.587 1.606 0.892 0.19 -0.63 -0.63
H -0.987 -0.653 1.476 0.14 -0.57 -2.91
H -2.183 -0.513 0.153 0.10 0.21 -0.40
H -0.363 -1.412 -1.530 -0.80 0.70 -0.27
```
Positions in Å, forces in eV/Å.

Values from the calculation:
Molecular weight: 139.20 g mol⁻¹
HOMO energy (spin up / spin down): -0.3305 / -0.3305 hartree
Structure (SMILES): O=S1(=O)CCNS1
Max |F|: 3.23 eV/Å
LUMO energy (spin up / spin down): -1.366 / -1.367 eV
Charge: 0

[6]
ORCA calculation (ωB97M-V/def2-TZVPD) on a 6-piece molecular cluster, C5H22N2O6 overall in a non-equilibrium geometry.

```
35
Properties=species:S:1:pos:R:3:forces:R:3
C -1.591 2.311 0.871 -0.07 0.21 -0.89
N -1.415 0.965 0.290 -0.39 -0.84 1.83
C -0.712 0.173 1.363 -0.53 0.80 -1.63
C -0.122 -1.076 0.779 0.46 -0.93 1.65
O -0.846 -1.922 0.253 0.44 0.25 -0.67
N 1.176 -1.377 1.079 0.96 -0.33 -1.18
C 1.836 -2.453 0.327 1.75 0.58 -0.98
C 2.148 -0.516 1.792 0.13 -1.71 0.08
H -0.635 2.672 1.311 -1.31 -0.31 0.11
H -2.450 2.313 1.568 0.47 0.05 -0.31
H -1.794 2.959 0.010 -0.34 0.18 0.35
H -0.800 1.002 -0.500 0.45 0.33 -0.25
H 0.021 0.869 1.726 0.29 -0.14 0.72
H -1.418 -0.117 2.141 -0.01 0.09 0.01
H 2.241 -2.088 -0.650 -0.84 0.21 0.23
H 2.829 -2.653 0.763 -0.73 -0.37 0.64
H 1.315 -3.369 0.082 -0.52 0.12 0.60
H 2.631 -1.167 2.583 -1.48 1.10 0.37
H 1.612 0.409 1.964 0.90 -0.03 1.00
H 3.101 -0.366 1.292 -0.40 0.58 -1.34
O 1.174 2.910 1.001 0.41 0.88 0.43
H 1.005 3.793 0.614 0.55 -1.04 -0.01
H 1.683 2.327 0.423 -0.01 0.33 -0.46
O -2.008 -1.262 -2.745 -0.22 -0.05 1.06
H -2.083 -1.172 -1.760 0.53 0.19 -0.81
H -2.858 -1.719 -2.749 -0.14 -0.16 -0.86
O -3.372 -1.642 -0.571 0.66 -0.02 1.10
H -2.496 -1.824 -0.123 -0.77 -0.26 -0.33
H -3.505 -0.747 -0.240 -0.37 0.28 -0.09
O 1.756 1.026 -0.966 -0.04 1.41 -1.40
H 1.688 0.224 -1.498 0.00 -0.34 0.32
H 1.494 1.638 -1.723 0.39 -0.82 1.52
O 0.262 0.320 -2.912 0.83 0.01 -0.57
H 0.551 -0.419 -3.470 -0.63 0.21 0.20
H -0.416 -0.020 -2.326 -0.45 -0.44 -0.43
```
Positions in Å, forces in eV/Å.

Values from the calculation:
Molecular weight: 206.24 g mol⁻¹
HOMO energy: -0.3393 hartree
Structure (SMILES): CNCC(=O)N(C)C.O.O.O.O.O
Max |F|: 2.09 eV/Å
LUMO energy: 0.355 eV
Charge: 0

The highest molecular weight belongs to which entry? C18H25CuOS